[1]
The following is a quantum chemistry calculation of C23H39BiCl2N6O3 as an isolated structure, from OMol25.

Computed properties:
DFT total energy: -2588.8829 hartree
E_HOMO (spin up / spin down): -7.00 / -4.78 eV
HOMO-LUMO gap (spin up / spin down): 0.2502 / 0.1718 hartree
LUMO energy (spin up / spin down): -0.007 / -0.004 Eh

XYZ file:
```
74
Properties=species:S:1:pos:R:3:forces:R:3:mulliken_charge:R:1
Bi -0.09096 -0.06787 -0.18464 1.75 -0.91 0.68 1.2793
Cl 1.25513 -1.35940 -2.40794 0.48 0.10 -0.10 -0.6697
Cl -2.35868 -0.20725 1.18814 -0.33 0.08 -0.25 -0.7092
O -1.18217 -1.59825 -1.14040 -3.03 -3.30 -0.37 -0.4273
O 0.52465 0.78448 2.48244 -0.87 0.02 1.21 -0.7330
O 2.67763 0.40808 0.27654 0.36 0.28 -0.68 -0.7577
N -1.72555 4.22156 -0.10319 0.16 0.52 -0.28 0.0791
N -0.03027 0.93368 4.69677 0.15 0.16 0.44 0.1730
N 4.67390 -0.12514 -0.67382 0.55 0.13 0.05 0.2284
N 0.72353 4.32153 -0.23562 -0.16 0.36 -0.25 0.1423
N -0.46404 2.24166 -0.68416 0.28 1.64 1.17 0.3891
N -0.60034 4.02807 -2.28540 -0.09 0.35 -0.03 0.0388
C -0.74071 -4.25069 0.19752 1.76 -0.86 2.58 0.1710
C -0.24784 0.55064 3.43038 0.42 0.08 -0.82 0.3013
C -1.45607 -2.76630 -1.44080 1.85 2.51 -1.71 0.1058
C -1.66013 2.78091 0.06630 0.61 0.08 -0.66 -0.5669
C 0.29574 -3.75437 0.87292 -0.30 0.74 -1.34 -0.1852
C 0.64719 -3.77769 2.32756 0.19 -0.06 0.14 -1.3619
C -1.91961 -4.98351 0.69237 -0.98 0.17 -0.89 -1.1768
C 0.79101 2.88899 -0.07048 -0.87 -0.27 -0.57 -0.5106
C 5.44856 -0.40876 -1.87744 -0.19 0.27 -0.17 -0.8759
C -3.97980 -3.36888 -4.81183 0.30 -0.02 0.58 -0.4172
C 1.17707 1.65452 5.07293 -0.16 -0.01 0.10 -0.9274
C -4.30621 -2.39865 -3.85330 -0.01 -0.14 0.05 -0.4542
C -0.49197 4.82721 0.44621 0.02 -0.15 -0.46 -0.6532
C -0.55836 2.58444 -2.14279 0.04 -0.09 1.10 -0.6374
C -2.89337 -4.21284 -4.58459 0.06 -0.08 0.13 -0.5537
C -2.09660 -4.06769 -3.45269 -0.20 0.77 0.85 -0.3818
C 5.37981 -0.11117 0.60364 -0.04 -0.13 -0.21 -0.9694
C 3.38377 0.24370 -0.72798 -0.44 -0.19 0.29 0.2352
C -3.55739 -2.25557 -2.68222 0.53 -0.42 -0.41 -0.3634
C 0.61574 4.61263 -1.69161 -0.19 -0.06 0.57 -0.6451
C -1.78533 4.53011 -1.55587 0.29 -0.07 0.39 -0.7345
C -2.37773 -3.03948 -2.51526 -2.06 -0.58 -0.92 0.5705
C -1.01630 0.72531 5.74976 0.05 -0.05 -0.17 -0.8865
H 6.13836 0.41933 -2.12816 -0.27 -0.26 0.13 0.3197
H -1.25321 -4.72314 -3.24260 -0.09 0.13 -0.26 0.4215
H -1.83923 5.62111 -1.67098 -0.02 -0.27 -0.03 0.3133
H -2.67049 -5.01121 -5.28325 0.00 0.09 -0.01 0.3667
H -3.89403 -1.58153 -1.88750 0.40 -0.06 -0.38 0.4000
H -0.56456 0.20302 6.60290 -0.07 0.04 -0.20 0.3097
H 6.05860 -1.31698 -1.73988 -0.38 0.25 -0.02 0.2930
H 1.67867 1.12157 5.89153 -0.02 0.09 -0.20 0.3345
H 0.91341 2.65803 5.43539 0.11 -0.15 -0.13 0.3193
H -0.53306 5.91631 0.30419 -0.05 -0.27 0.07 0.3264
H 0.82332 2.61599 1.00311 0.10 0.03 -0.61 0.2259
H -5.16990 -1.76031 -4.03208 0.12 -0.16 0.18 0.3692
H 0.96095 -3.11401 0.26875 -0.07 -0.32 0.25 0.4963
H -1.80147 -5.48044 1.67344 0.07 0.29 -0.49 0.3593
H 5.98850 -1.02031 0.69263 -0.19 0.17 0.07 0.3406
H -0.42957 4.60348 1.52047 0.03 0.02 -0.28 0.3178
H -2.68681 4.06262 -1.97835 0.25 0.18 0.10 0.3646
H -1.20054 0.00123 3.29210 0.41 0.22 -0.05 0.0971
H 4.63096 -0.06252 1.39614 0.21 -0.05 -0.07 0.2447
H 0.13401 -2.97569 2.87030 0.00 -0.03 -0.13 0.1588
H 4.74162 -0.55475 -2.71043 0.38 -0.03 0.28 0.2799
H 1.71824 -3.55907 2.36990 -0.12 -0.20 0.40 0.3338
H -2.72986 -4.23161 0.73656 0.01 -0.43 0.38 0.2554
H -0.71495 -3.62380 -1.02991 -0.67 -0.31 -0.11 0.2706
H -1.41154 1.68417 6.11385 0.08 -0.17 -0.13 0.3183
H 0.32141 2.15214 -2.64861 -0.41 0.11 0.06 0.2423
H 2.96187 0.34759 -1.74535 0.31 -0.13 0.29 0.2578
H 6.05000 0.75981 0.67062 -0.18 -0.18 -0.03 0.3053
H -4.59390 -3.52278 -5.69779 0.13 0.21 0.19 0.3790
H 1.50188 4.19430 -2.19519 -0.30 0.20 0.13 0.3312
H -1.55677 2.52283 1.13420 -0.09 0.03 -0.50 0.2571
H 1.83287 1.72349 4.20385 -0.10 0.00 0.16 0.2154
H -2.55658 2.30729 -0.35894 0.21 0.10 0.29 0.1610
H -1.84348 0.12658 5.35671 0.14 0.11 0.10 0.2627
H 0.42634 -4.71729 2.84259 0.06 0.05 -0.16 0.4432
H -1.49606 2.13894 -2.50848 0.40 0.05 -0.11 0.3066
H 1.66279 2.48194 -0.61383 -0.33 0.16 0.41 0.2373
H -2.24736 -5.69486 -0.08472 0.04 -0.11 0.53 0.3091
H 0.59526 5.70453 -1.80466 -0.02 -0.27 -0.14 0.3400
```
Positions in Å, forces in eV/Å.

---

[2]
The following is a quantum chemistry calculation of a 3-piece molecular cluster, C23H39BrF2NO9 overall, from OMol25.

Computed properties:
DFT total energy: -4405.0850 hartree
Energy relative to the best compared isomer or geometry (same formula, charge and spin): 7.0 kcal per mole
E_HOMO: -10.99 eV
Total charge: +1
HOMO-LUMO gap: 0.2326 hartree
LUMO energy: -0.171 Eh

XYZ file:
```
75
Properties=species:S:1:pos:R:3:forces:R:3:mulliken_charge:R:1
Br -2.58885 0.37527 -0.43814 0.27 0.16 0.54 -0.0982
F -5.80009 2.53249 1.67217 0.37 0.17 0.59 -0.3583
F -1.22690 5.63668 3.99143 -0.02 -0.30 0.06 -0.2131
O 0.85836 0.62948 -4.38641 -0.13 0.33 -0.04 -0.2985
O 5.01005 -4.08523 1.86843 -0.34 0.09 -0.20 -0.2822
O -4.95616 3.43298 4.35980 1.10 -0.22 -0.17 -0.4819
O 2.70685 -2.27500 2.73668 -0.08 -0.01 -0.03 -0.3622
O -1.90110 1.19190 -5.57059 0.05 0.01 0.12 -0.4691
O -4.42514 4.84809 2.71322 1.25 -0.35 -0.11 -0.4762
O 2.92043 -4.96354 4.16424 0.08 0.36 0.12 -0.2724
O 0.41878 4.50906 4.97615 -1.21 0.33 -0.66 -0.4532
O 0.06023 -0.22468 -7.42695 -0.30 -0.15 0.22 -0.2847
N -1.22084 1.24520 1.84223 0.80 -0.04 -0.18 0.0543
C -1.04476 1.93719 2.97565 0.79 -0.16 0.50 -0.5348
C -4.71641 2.94127 -0.40507 -0.38 -0.05 0.41 -1.2535
C -1.45932 0.07718 -4.81398 -0.16 -0.04 -0.03 -0.3401
C 5.29750 -4.38098 0.51699 0.07 -0.08 0.17 -0.7867
C -0.39755 0.39706 -3.78020 0.26 -0.23 -0.12 -0.3852
C -0.71717 4.56240 4.61283 1.07 -0.44 0.82 0.6166
C -0.28707 -1.38791 -8.14919 0.14 0.08 -0.04 -0.7939
C 1.75362 -4.38641 3.61009 0.20 -0.31 -0.10 -0.6463
C -0.06399 0.43880 1.40696 0.75 -0.76 0.43 -1.2150
C 4.05224 -2.31778 3.21165 0.08 0.18 0.10 -0.3638
C 2.08826 -3.51773 2.41417 -0.14 0.04 -0.09 -0.2418
C -0.75613 0.89286 -7.74087 0.36 -0.04 0.02 -0.5487
C -2.01328 2.71231 3.50763 -0.49 0.61 0.41 0.5965
C -4.27945 3.69568 3.40323 -1.77 0.51 0.28 -0.5960
C -3.21872 2.79125 2.81748 -0.66 0.81 0.62 0.5847
C -1.71608 3.42887 4.80628 0.08 -0.15 0.18 -1.0224
C 1.62899 1.60677 -3.72261 0.01 -0.17 -0.09 -0.7578
C -0.99747 1.75306 -6.51875 -0.05 0.17 -0.11 -0.3102
C -2.37326 1.32579 1.19433 -0.76 -0.70 -1.44 0.5251
C -4.73932 2.11783 0.90455 -0.30 -0.43 -1.48 -0.3715
C -3.43428 2.08655 1.66060 -0.22 0.13 -0.08 0.8973
C 5.07864 -2.70205 2.16664 0.12 -0.30 0.15 -0.5631
C 2.87216 -5.08241 5.57101 -0.01 -0.15 -0.08 -0.7950
H -0.06040 2.04885 -6.04688 0.10 -0.20 -0.03 0.1014
H -4.65387 5.55748 3.33041 -0.53 -0.03 -0.03 0.4190
H -4.96369 1.08401 0.61571 -0.02 0.05 0.23 0.5823
H 6.08224 -2.49301 2.55828 -0.03 0.25 -0.01 0.4056
H -1.23211 2.70582 5.46649 0.08 0.19 -0.02 0.4028
H -4.61480 2.26535 -1.25165 0.28 0.25 -0.05 0.4033
H -1.47837 2.67324 -6.85865 -0.09 -0.06 0.01 0.4103
H 4.13430 -2.94295 4.10037 0.03 -0.19 -0.12 0.1321
H -0.09058 1.86328 3.48554 0.07 -0.24 -0.29 0.6220
H 2.47616 1.85167 -4.36043 0.02 -0.09 0.02 0.2505
H 1.09768 -5.20499 3.28500 -0.19 0.16 -0.04 0.4071
H 4.27345 -1.29480 3.52667 -0.04 0.02 -0.08 0.3986
H -1.14879 -0.74315 -5.46190 0.22 0.04 0.03 0.1298
H 1.22141 -3.78553 4.35686 0.02 0.02 0.02 0.3323
H 1.14202 -3.24859 1.93359 -0.01 0.04 0.06 0.3773
H -3.97955 3.74495 -0.41139 0.04 -0.16 -0.06 0.3272
H 4.92132 -2.09917 1.26443 -0.02 -0.01 -0.01 0.3302
H -0.23118 1.48790 -8.49896 -0.19 0.13 -0.04 0.4013
H 2.00275 1.22391 -2.76530 0.01 0.11 0.06 0.2865
H -2.61494 3.74246 5.34194 0.02 0.20 -0.34 0.5377
H -5.70798 3.39210 -0.49425 0.12 0.00 0.05 0.4171
H 2.66717 -4.06615 1.67144 0.13 -0.11 0.16 0.1188
H -1.71863 0.57088 -8.15217 -0.01 -0.02 0.02 0.3483
H -1.35987 -1.59735 -8.07013 0.00 0.02 -0.07 0.3564
H 0.25700 -2.22651 -7.71788 0.08 0.06 0.00 0.2326
H 5.03395 -5.42272 0.34211 0.06 -0.02 0.07 0.2373
H 4.69896 -3.75914 -0.15851 0.07 0.05 -0.03 0.3444
H 0.82059 1.06126 1.26818 -0.31 0.21 -0.14 0.3196
H 2.16454 -5.86229 5.87164 -0.03 0.07 0.10 0.3282
H -0.28358 -0.46320 -3.10234 -0.22 0.02 0.10 0.3651
H 3.86595 -5.35720 5.91896 0.01 -0.06 -0.08 0.2396
H -0.00653 -1.28991 -9.20308 -0.11 -0.07 -0.03 0.3293
H 1.04901 2.52237 -3.55952 0.00 0.00 0.08 0.3418
H -0.71720 1.26864 -3.19362 0.01 0.05 -0.04 0.2960
H 0.17740 -0.24890 2.22337 -0.10 0.05 -0.10 0.5446
H 2.59539 -4.13068 6.03926 -0.06 -0.03 0.02 0.3497
H -2.34731 -0.26776 -4.27427 -0.02 0.06 0.01 0.3581
H -0.24722 -0.15988 0.52262 -0.23 0.29 0.00 0.1896
H 6.36251 -4.24264 0.30637 -0.02 0.04 -0.13 0.3276
```
Positions in Å, forces in eV/Å.

---

[3]
The following is a quantum chemistry calculation of C23H39BrIN10O3SiV as an isolated structure, from OMol25.

Computed properties:
DFT total energy: -5778.5413 hartree
Energy relative to the best compared isomer or geometry (same formula, charge and spin): 12.1 kcal per mole
E_HOMO (spin up / spin down): -4.41 / -5.15 eV
Total charge: -1
Spin multiplicity: 4
Expectation value of S²: 3.760
HOMO-LUMO gap (spin up / spin down): 0.2380 / 0.2651 hartree
LUMO energy (spin up / spin down): 0.076 / 0.076 Eh

XYZ file:
```
79
Properties=species:S:1:pos:R:3:forces:R:3:mulliken_charge:R:1
I 0.95314 5.88559 -2.18762 0.17 0.12 0.07 0.1439
Br 1.06975 -1.31780 0.43435 0.07 -0.19 -0.06 -0.3633
V 0.92194 2.76449 -2.08527 0.91 -0.76 0.94 0.4188
Si -0.60209 -2.23414 1.66703 -0.08 0.28 0.10 -0.2612
O -0.05503 3.07439 -0.28363 -0.17 0.06 -0.46 -0.6757
O 2.31307 2.01455 -0.48514 -0.07 0.01 -0.14 -0.5517
O 0.10370 3.47169 1.90443 0.28 -0.10 -0.02 -0.7266
N 0.52442 -1.29615 -3.40091 0.04 0.33 0.10 -0.9435
N 4.11001 1.53088 -4.66983 -0.21 0.08 0.15 -0.5773
N 3.46126 3.41731 -3.82620 -0.28 0.27 0.25 -0.6347
N 4.36990 2.84760 -4.52161 0.25 -0.14 -0.22 -0.6315
N 2.35408 0.13050 -3.90802 0.06 -0.04 0.06 -0.0473
N 0.45085 0.75387 -2.58180 -0.03 0.11 -0.04 0.5469
N -0.61608 -1.10620 -2.70330 0.05 -0.21 -0.20 -0.3526
N -0.67680 0.07972 -2.22673 -0.04 0.24 0.09 -0.3594
N 2.53068 2.49276 -3.46521 -0.13 -0.03 -0.11 0.7728
N -0.35700 3.64712 -3.45338 -0.17 0.22 -0.06 0.1759
C -0.59408 -4.20111 -0.41244 0.00 0.02 0.06 -1.7221
C 2.91832 4.02235 0.62736 -0.02 0.03 0.07 -1.6778
C -2.37716 -4.44367 1.34028 0.00 -0.02 0.02 -1.9947
C 2.97537 1.36068 -4.00523 0.06 -0.13 -0.10 0.3785
C -1.14958 2.98046 -4.29163 -0.24 -0.36 -0.23 -0.2346
C 2.07985 2.74474 0.74562 0.00 0.00 0.02 2.0300
C 0.57486 3.12127 0.82673 -0.22 0.11 0.18 0.4415
C -2.53276 -2.68872 -0.39491 0.03 0.00 0.00 -2.0565
C -1.67274 -0.73399 2.21077 0.00 -0.09 0.10 2.5769
C -1.87073 3.61098 -5.28795 0.01 -0.18 0.06 -0.8464
C -0.95846 0.12496 3.26727 -0.03 -0.06 -0.06 -1.8626
C -1.99188 0.19195 1.02532 -0.01 -0.03 -0.13 -1.8779
C -1.77119 4.98588 -5.41870 -0.04 0.03 -0.06 -0.1523
C 0.32785 -3.12396 3.10988 0.16 0.04 -0.05 2.3729
C -0.63296 -3.52395 4.23453 -0.08 -0.01 0.04 -1.7809
C -1.54962 -3.43860 0.52090 -0.01 0.01 -0.01 2.6156
C 1.43448 -2.25138 3.73632 -0.14 0.01 -0.09 -1.8839
C -3.01120 -1.19751 2.81219 0.00 -0.02 0.02 -1.7997
C 1.14616 -0.12481 -3.30669 0.00 -0.14 -0.09 0.5352
C -0.28591 4.96401 -3.57102 -0.20 0.34 -0.33 0.4292
C 2.50808 1.89677 1.92748 -0.04 0.13 0.10 -1.5824
C -0.96585 5.68628 -4.54008 0.15 0.01 0.22 -0.7036
C 1.05254 -4.38437 2.60899 -0.06 0.02 -0.08 -2.1597
H -2.31483 5.50854 -6.19399 -0.01 0.02 -0.01 0.3807
H -1.56279 1.01495 3.45690 0.00 0.06 0.00 0.6131
H 2.37635 4.88467 1.01633 -0.01 -0.02 0.04 0.2890
H 2.00185 1.10541 -0.36277 -0.04 -0.05 0.01 -0.0528
H -1.03135 -2.64983 4.74794 -0.05 0.06 0.03 0.3165
H -1.77773 -5.13456 1.93371 0.09 0.02 -0.02 0.2994
H -0.08197 -4.11344 4.97400 0.01 -0.02 0.06 0.5390
H 2.19372 -1.98890 3.00405 0.07 0.03 -0.07 0.3422
H -2.64679 -0.27473 0.28940 0.10 0.11 0.09 0.2665
H 0.01556 0.47558 2.92661 0.02 0.01 -0.02 0.0434
H -1.10739 0.53789 0.49055 -0.02 0.01 0.05 0.0950
H -3.60233 -0.31281 3.06593 -0.02 0.05 0.02 0.5339
H -2.03022 -1.95923 -1.03008 -0.02 -0.03 0.03 0.3326
H -2.49213 3.01960 -5.94438 -0.02 0.02 -0.02 0.4311
H -3.08068 -3.94972 2.01334 0.00 0.01 0.02 0.3151
H -2.50111 1.07586 1.41706 -0.01 0.08 0.00 0.6547
H -1.17110 -4.96170 -0.94565 -0.02 -0.04 -0.07 0.5270
H 1.60849 -4.81973 3.44440 0.04 -0.03 0.05 0.5945
H -3.60535 -1.79175 2.11684 0.03 0.04 0.02 0.3051
H -1.47543 -4.12850 3.89758 0.01 0.00 -0.04 0.2621
H -0.15906 -3.53040 -1.15245 0.01 0.02 -0.03 0.2692
H 1.91847 -2.82794 4.52952 0.03 -0.04 0.06 0.5446
H 0.21854 -4.70652 0.10733 0.00 -0.01 0.03 0.2778
H 1.77220 -4.13797 1.82770 0.03 0.00 -0.05 0.3380
H -0.83265 -0.39345 4.21812 0.01 -0.08 0.03 0.3703
H 0.38790 -5.15644 2.22333 -0.09 0.03 0.02 0.3196
H 1.94885 0.96378 1.96926 -0.02 -0.05 -0.03 -0.0482
H -2.96805 -5.04314 0.64204 -0.03 -0.06 -0.02 0.5665
H -1.18208 1.90943 -4.12850 -0.05 0.03 -0.09 0.4037
H 3.85003 3.93145 1.18617 0.04 -0.05 -0.03 0.3670
H -3.33549 -2.19589 0.15603 0.05 -0.09 -0.03 0.3797
H 3.17670 4.19921 -0.41674 -0.03 0.03 -0.04 0.3343
H -2.88711 -1.77560 3.72849 0.04 -0.07 0.05 0.2853
H 1.06652 -1.33055 4.18049 -0.08 0.05 -0.01 0.3364
H 2.76908 -0.62598 -4.42201 0.02 0.01 -0.01 0.2413
H -0.85242 6.75847 -4.58654 -0.03 0.02 -0.04 0.3953
H 2.30914 2.44462 2.84711 0.01 0.03 0.01 0.4227
H -2.99707 -3.42456 -1.05842 -0.03 -0.04 -0.06 0.6257
H 3.57254 1.66947 1.85918 0.03 -0.01 -0.03 0.5045
```
Positions in Å, forces in eV/Å.

---

Number 1: maximum force 4.5 eV/A. Number 2: maximum force 1.9 eV/A. Number 3: maximum force 1.5 eV/A.